{"formula": "C3H4OS", "method": "wB97M-V/def2-TZVPD", "e_tot_ev": -16054.386, "relative_energy_kj_mol": 359.3, "homo_lumo_gap_ev": 8.1, "max_force_ev_per_a": 3.54, "lumo_energy_ev": -1.376, "total_charge": 0, "e_homo_ev": -9.446, "species": ["C", "C", "C", "O", "S", "H", "H", "H", "H"], "positions_angstrom": [[0.99806, -0.47552, -0.04335], [0.79607, 0.81045, 0.63160], [-0.14676, 0.26756, -0.48580], [1.67010, -1.44411, -0.18756], [-2.37602, -0.37859, 0.10889], [0.19448, 0.49190, 1.56061], [1.45972, 1.69568, 0.39711], [-0.50485, 0.56100, -1.43159], [-2.09080, -1.52836, -0.54991]]}


{"formula": "C3H4OS2", "method": "wB97M-V/def2-TZVPD", "e_tot_ev": -26892.726, "relative_energy_kj_mol": 112.2, "homo_lumo_gap_ev": 7.8, "max_force_ev_per_a": 3.93, "lumo_energy_ev": -1.318, "smiles": "CC(=O)C(=S)S", "total_charge": 0, "e_homo_ev": -9.080, "species": ["C", "C", "C", "H", "H", "H", "H", "O", "S", "S"], "positions_angstrom": [[0.12936, 1.43558, -0.05972], [-0.02026, 0.00766, -0.53579], [0.04434, -0.96839, 0.59251], [-0.54933, 1.44498, 0.82427], [-0.07700, 2.10668, -0.91373], [1.04403, 1.64205, 0.50346], [-0.43722, -2.33811, -1.05072], [-0.23035, -0.22647, -1.66157], [-0.41621, -2.60662, 0.25827], [0.51264, -0.49734, 2.04301]]}


{"formula": "C3H4OS2", "method": "wB97M-V/def2-TZVPD", "e_tot_ev": -26889.941, "relative_energy_kj_mol": 380.9, "homo_lumo_gap_ev": 9.3, "max_force_ev_per_a": 4.28, "lumo_energy_ev": 0.039, "total_charge": 0, "e_homo_ev": -9.293, "species": ["C", "C", "C", "O", "S", "S", "H", "H", "H", "H"], "positions_angstrom": [[2.10388, 0.38759, 0.50801], [0.92794, 0.14950, 0.45526], [-0.42084, -0.08641, 0.11368], [-1.51042, -0.17723, 1.51261], [-0.73370, -1.69320, -0.66326], [-1.23106, 1.35308, -0.66215], [3.13079, 0.59006, 0.60118], [-2.35340, -0.40396, 1.10957], [0.38002, -1.70921, -1.39468], [-0.29321, 1.58978, -1.58021]]}


{"formula": "C3H4OS2", "method": "wB97M-V/def2-TZVPD", "e_tot_ev": -26891.405, "relative_energy_kj_mol": 239.7, "homo_lumo_gap_ev": 7.0, "max_force_ev_per_a": 1.03, "lumo_energy_ev": -0.605, "total_charge": 0, "e_homo_ev": -7.571, "species": ["C", "C", "C", "O", "S", "S", "H", "H", "H", "H"], "positions_angstrom": [[-0.78213, -1.33928, -0.25476], [-0.94750, -0.39197, 0.68889], [1.13805, 0.96333, -0.27699], [1.72933, 1.84102, -1.06291], [0.21131, -1.27214, -1.62016], [-0.37042, 1.25579, 0.44976], [-1.34632, -2.25209, -0.14321], [-1.60877, -0.50206, 1.52781], [1.78042, 0.17433, 0.08075], [1.12037, 2.52879, -1.37479]]}


{"formula": "C3H4OS2", "method": "wB97M-V/def2-TZVPD", "e_tot_ev": -26892.875, "relative_energy_kj_mol": 97.8, "homo_lumo_gap_ev": 8.9, "max_force_ev_per_a": 1.77, "lumo_energy_ev": 0.009, "smiles": "OC(=S)[C@H]1CS1", "total_charge": 0, "e_homo_ev": -8.935, "species": ["C", "C", "C", "H", "H", "H", "H", "O", "S", "S"], "positions_angstrom": [[-0.77739, 0.92018, -0.45384], [0.59124, 0.33671, -0.13341], [0.67220, -0.72820, 0.91360], [-1.24219, -0.81960, -1.03244], [1.37157, 1.04282, -0.26193], [-0.27110, -1.07217, 1.39039], [1.57629, -0.82244, 1.49101], [-1.74542, 0.02364, -0.78579], [-1.02181, 2.50759, -0.40059], [0.84661, -1.38853, -0.72700]]}


{"formula": "C3H4OS2", "method": "wB97M-V/def2-TZVPD", "e_tot_ev": -26892.870, "relative_energy_kj_mol": 98.4, "homo_lumo_gap_ev": 7.8, "max_force_ev_per_a": 0.67, "lumo_energy_ev": -1.413, "smiles": "CSC(=O)C=S", "total_charge": 0, "e_homo_ev": -9.255, "species": ["C", "C", "C", "H", "H", "H", "H", "O", "S", "S"], "positions_angstrom": [[-0.56131, 0.99879, -1.55295], [0.01758, -0.35027, 0.70738], [0.92763, -1.17097, 1.59626], [-0.23534, 1.31103, -2.53919], [-1.45502, 0.35531, -1.66303], [-0.78700, 1.88464, -0.94617], [1.89897, -1.38832, 1.17226], [-1.10192, -0.00678, 1.00126], [0.79074, 0.05232, -0.83467], [0.50565, -1.68574, 3.05884]]}


{"formula": "C3H4S", "method": "wB97M-V/def2-TZVPD", "e_tot_ev": -14007.381, "relative_energy_kj_mol": 212.1, "homo_lumo_gap_ev": 9.2, "max_force_ev_per_a": 6.91, "lumo_energy_ev": 0.671, "smiles": "C=C=CS", "total_charge": 0, "e_homo_ev": -8.550, "species": ["C", "C", "C", "S", "H", "H", "H", "H"], "positions_angstrom": [[-0.40996, 0.14845, 0.15709], [-1.45642, -0.52091, 0.89441], [0.59982, 0.80432, -0.69906], [2.01847, 0.15531, -1.52462], [-2.41625, -1.03397, 0.62421], [-1.30255, -0.48225, 1.95324], [0.58340, 1.89584, -0.65211], [2.38349, -0.96680, -0.75315]]}


{"formula": "C3H4S2", "method": "wB97M-V/def2-TZVPD", "e_tot_ev": -24841.572, "relative_energy_kj_mol": 392.7, "homo_lumo_gap_ev": 6.8, "max_force_ev_per_a": 2.23, "lumo_energy_ev": -0.722, "total_charge": 0, "e_homo_ev": -7.521, "species": ["C", "C", "C", "S", "S", "H", "H", "H", "H"], "positions_angstrom": [[-0.28898, -1.27799, -1.98829], [-0.61947, -0.03984, 1.36684], [0.32706, 1.06992, 1.40649], [-0.51045, -2.30174, -3.20628], [-0.99921, -1.08616, 0.20300], [0.31333, -0.38795, -2.09086], [1.28089, 0.66390, 1.75006], [0.00532, 1.82189, 2.12551], [0.49153, 1.53796, 0.43352]]}


{"formula": "C3H4S2", "method": "wB97M-V/def2-TZVPD", "e_tot_ev": -24839.863, "relative_energy_kj_mol": 557.5, "homo_lumo_gap_ev": [6.3, 7.2], "max_force_ev_per_a": 4.28, "lumo_energy_ev": [-0.937, -0.457], "smiles": "C#S#S1=CC1", "total_charge": 0, "e_homo_ev": [-7.217, -7.688], "species": ["C", "C", "C", "S", "S", "H", "H", "H", "H"], "positions_angstrom": [[1.11162, -1.98529, -1.10941], [-0.85060, 0.66347, 0.10791], [-0.10205, -0.06947, 1.08952], [-0.39542, -2.31186, -1.41767], [-1.46412, -0.98945, 0.46045], [2.06103, -2.46578, -1.13128], [-1.59466, 1.44405, 0.36238], [-0.29197, 0.98175, -0.91523], [-0.13244, 0.09181, 2.07069]]}


{"formula": "C3H4S2", "method": "wB97M-V/def2-TZVPD", "e_tot_ev": -24842.832, "relative_energy_kj_mol": 271.0, "homo_lumo_gap_ev": 8.8, "max_force_ev_per_a": 3.24, "lumo_energy_ev": 0.123, "total_charge": 0, "e_homo_ev": -8.628, "species": ["C", "C", "C", "S", "S", "H", "H", "H", "H"], "positions_angstrom": [[-0.50293, -0.08765, 2.65806], [0.70698, 0.90286, -0.62593], [0.26906, -0.29511, -1.04990], [0.09761, -1.44105, 2.82278], [-1.32542, -0.97419, -0.89058], [0.18181, 1.68584, -0.24329], [1.75622, 1.14212, -0.77019], [1.03336, -0.92739, -1.43467], [-2.21668, -0.00543, -0.46628]]}


{"formula": "C3H4S2", "method": "wB97M-V/def2-TZVPD", "e_tot_ev": -24844.079, "relative_energy_kj_mol": 150.7, "homo_lumo_gap_ev": 8.3, "max_force_ev_per_a": 3.67, "lumo_energy_ev": 0.604, "smiles": "C1=CSCS1", "total_charge": 0, "e_homo_ev": -7.705, "species": ["C", "C", "C", "H", "H", "H", "H", "S", "S"], "positions_angstrom": [[-0.09162, -1.33134, 0.17515], [-0.55269, 1.26703, -0.06499], [0.79672, 1.21993, 0.09420], [0.31335, -2.06117, -0.73542], [-0.08586, -1.82077, 1.16778], [-1.10930, 2.20879, 0.11901], [1.61543, 2.02952, 0.48992], [-1.60629, -0.16599, -0.05046], [1.50329, -0.28964, -0.09126]]}


{"formula": "C3H4S2", "method": "wB97M-V/def2-TZVPD", "e_tot_ev": -24843.928, "relative_energy_kj_mol": 165.3, "homo_lumo_gap_ev": 8.3, "max_force_ev_per_a": 5.27, "lumo_energy_ev": -0.527, "smiles": "C=CSC=S", "total_charge": 0, "e_homo_ev": -8.826, "species": ["C", "C", "C", "H", "H", "H", "H", "S", "S"], "positions_angstrom": [[0.48632, 1.82395, -0.67892], [0.40019, 0.66831, -0.08037], [-0.50686, -1.99187, 0.47274], [1.00991, 2.73541, -0.15767], [-0.07356, 2.07168, -1.46512], [0.70736, 0.36052, 0.91097], [0.25256, -1.78063, 1.09710], [-0.71682, -0.60918, -0.49788], [-1.55909, -3.27819, 0.39916]]}


{"formula": "C3H4S2", "method": "wB97M-V/def2-TZVPD", "e_tot_ev": -24844.820, "relative_energy_kj_mol": 79.2, "homo_lumo_gap_ev": 7.1, "max_force_ev_per_a": 1.79, "lumo_energy_ev": -1.992, "smiles": "CC(=S)C=S", "total_charge": 0, "e_homo_ev": -9.132, "species": ["C", "C", "C", "H", "H", "H", "H", "S", "S"], "positions_angstrom": [[-1.11976, -0.09442, -0.47069], [0.27134, 0.49065, -0.08940], [1.27324, -0.32694, 0.63301], [-1.84231, 0.29328, 0.24730], [-1.36796, 0.44265, -1.36982], [-1.15872, -1.19506, -0.53296], [2.22601, 0.15271, 0.64758], [0.56556, 2.05897, -0.36861], [1.15259, -1.82183, 1.30359]]}


{"formula": "C3H5AgO2", "method": "wB97M-V/def2-TZVPD", "e_tot_ev": -11277.501, "spin_multiplicity": 3, "homo_lumo_gap_ev": [5.8, 7.6], "max_force_ev_per_a": 2.85, "lumo_energy_ev": [0.262, -1.849], "total_charge": 0, "e_homo_ev": [-5.583, -9.472], "species": ["H", "C", "C", "O", "C", "O", "Ag", "H", "H", "H", "H"], "positions_angstrom": [[-0.81214, 0.14803, 1.48593], [0.44921, 1.86255, -0.11868], [-0.26150, 0.85117, -0.68204], [0.34569, -0.41291, -0.56861], [-0.31402, -1.48942, -0.93403], [-0.13657, -2.30891, 0.08506], [0.73427, -0.88037, 2.07396], [-0.11300, 2.74113, 0.19961], [1.50245, 1.72545, 0.13953], [-0.83868, 0.92707, -1.60553], [-0.55571, -3.16379, -0.07520]]}


{"formula": "C3H5BeF6NO4S2", "method": "wB97M-V/def2-TZVPD", "e_tot_ev": -51248.126, "homo_lumo_gap_ev": 10.2, "max_force_ev_per_a": 2.04, "lumo_energy_ev": -0.051, "total_charge": 0, "e_homo_ev": -10.272, "species": ["Be", "C", "H", "H", "H", "H", "H", "F", "C", "F", "F", "S", "O", "O", "N", "S", "O", "O", "C", "F", "F", "F"], "positions_angstrom": [[-0.38376, 0.50114, -0.69516], [-3.04690, 2.90503, -2.03313], [-3.69031, 2.78785, -1.15947], [-2.56830, 3.88074, -1.94584], [-3.61232, 2.82106, -2.96516], [-2.26284, 2.11170, -2.03137], [-1.07919, 1.27471, -1.46085], [2.78909, 2.22207, 1.90885], [2.54762, 0.92383, 2.19595], [3.69029, 0.34948, 2.64759], [1.58109, 0.84767, 3.13901], [1.97545, 0.10191, 0.59265], [0.82840, 1.01471, 0.16300], [3.11078, 0.05300, -0.28516], [1.33476, -1.30677, 1.04203], [0.52163, -2.01022, -0.16320], [-0.58861, -1.05463, -0.58568], [1.31770, -2.57494, -1.22759], [-0.43718, -3.45113, 0.59670], [0.40891, -4.44675, 0.96596], [-1.16233, -3.03562, 1.65906], [-1.27398, -3.91485, -0.35821]]}


{"formula": "C3H5Br", "method": "wB97M-V/def2-TZVPD", "e_tot_ev": -73228.826, "relative_energy_kj_mol": 463.3, "homo_lumo_gap_ev": [8.9, 8.4], "max_force_ev_per_a": 4.28, "lumo_energy_ev": [0.083, -0.575], "total_charge": 0, "e_homo_ev": [-8.787, -8.987], "species": ["C", "C", "C", "Br", "H", "H", "H", "H", "H"], "positions_angstrom": [[-0.84190, -1.05950, -0.23080], [-1.99723, -0.67275, -0.63090], [1.76614, 1.00267, 0.25181], [-3.45022, 0.13633, 0.10155], [-0.59612, -0.78536, 0.69388], [-0.02551, -1.67255, -0.75583], [0.76407, 0.70446, 0.15682], [1.89094, 2.01909, 0.63607], [2.48984, 0.32761, -0.22260]]}


{"formula": "C3H5Br", "method": "wB97M-V/def2-TZVPD", "e_tot_ev": -73230.682, "relative_energy_kj_mol": 284.2, "homo_lumo_gap_ev": 10.2, "max_force_ev_per_a": 4.72, "lumo_energy_ev": 0.320, "total_charge": 0, "e_homo_ev": -9.905, "species": ["C", "C", "C", "Br", "H", "H", "H", "H", "H"], "positions_angstrom": [[-0.07970, 0.82063, -0.33786], [-0.02436, -0.71026, -0.40634], [-0.98780, -0.07362, 0.47696], [-2.83997, -0.02942, -0.02797], [0.58881, 1.21307, 0.41782], [-0.53987, 1.55907, -0.95972], [-0.50050, -0.96974, -1.30738], [0.82631, -1.28476, -0.24377], [-0.61216, -0.32456, 2.08558]]}


{"formula": "C3H5Br2N3", "method": "wB97M-V/def2-TZVPD", "e_tot_ev": -147743.998, "relative_energy_kj_mol": 51.2, "homo_lumo_gap_ev": 9.8, "max_force_ev_per_a": 3.32, "lumo_energy_ev": 0.378, "total_charge": 0, "e_homo_ev": -9.471, "species": ["C", "C", "C", "N", "N", "N", "Br", "Br", "H", "H", "H", "H", "H"], "positions_angstrom": [[2.38137, 0.27752, 0.11282], [0.72092, 2.04733, -0.03120], [1.15428, 0.65898, 0.43598], [1.23032, -3.00839, -1.93558], [0.08300, -2.09899, -0.19624], [0.78892, -2.58480, -0.90305], [3.11480, -1.49571, 0.57670], [3.48738, 1.40817, -0.81333], [0.92545, 2.31510, -1.10002], [1.31811, 2.80342, 0.49505], [-0.40055, 2.10083, 0.02847], [0.48815, -0.16494, 0.83611], [2.25239, -2.95418, -1.93380]]}


{"formula": "C3H5Br3Si", "method": "wB97M-V/def2-TZVPD", "e_tot_ev": -221197.413, "relative_energy_kj_mol": 269.4, "homo_lumo_gap_ev": 9.9, "max_force_ev_per_a": 4.38, "lumo_energy_ev": 0.462, "smiles": "Br[SiH](Br)Br.C1=CC1", "total_charge": 0, "e_homo_ev": -9.389, "species": ["C", "C", "C", "Si", "Br", "Br", "Br", "H", "H", "H", "H", "H"], "positions_angstrom": [[-0.66035, 1.02093, 0.37663], [-1.86027, 1.21075, -0.50102], [-0.80936, 0.08126, -0.59751], [2.02008, 2.80633, -1.64403], [0.44213, 3.39013, -3.05344], [2.42586, 4.38754, -0.19331], [3.79578, 2.79102, -2.92799], [1.57408, 1.57880, -1.05681], [0.02933, 1.59592, 0.98696], [-2.88801, 0.99651, -0.11097], [-1.80304, 2.12361, -1.15376], [-0.56781, -0.61917, -1.37622]]}


{"formula": "C3H5BrF2O", "method": "wB97M-V/def2-TZVPD", "e_tot_ev": -80712.601, "relative_energy_kj_mol": 380.7, "homo_lumo_gap_ev": [9.0, 8.3], "max_force_ev_per_a": 2.44, "lumo_energy_ev": [-0.029, -0.115], "total_charge": 0, "e_homo_ev": [-9.031, -8.401], "species": ["C", "C", "C", "O", "F", "F", "Br", "H", "H", "H", "H", "H"], "positions_angstrom": [[2.36439, -1.14215, 0.20031], [-0.43285, 2.74317, -0.24143], [0.62545, 0.32960, 1.19838], [1.92993, -0.00797, 1.01873], [-0.18611, -0.66994, 0.89494], [0.48296, 0.66921, 2.53214], [-1.45184, 2.00726, -1.61655], [3.38198, -0.93338, -0.13944], [1.59214, -1.24185, -0.49550], [2.38795, -1.92865, 0.91001], [-0.92941, 2.63930, 0.70478], [0.50797, 3.06971, -0.58325]]}